{
  "formula": "C37H67Br14FNO5PS",
  "method": "the ωB97M-V functional and the def2-TZVPD basis",
  "e_homo_ha": -0.308,
  "largest_force_ev_per_a": 4.057,
  "lumo_ha": 0.0071,
  "e_tot_ev": -1054620.6758,
  "orbital_gap_ev": 8.564,
  "symbols": ["C", "C", "C", "C", "C", "C", "C", "C", "C", "C", "C", "O", "C", "C", "C", "C", "C", "C", "C", "N", "C", "O", "O", "C", "C", "C", "Br", "C", "C", "Br", "C", "F", "P", "O", "O", "S", "H", "H", "H", "H", "H", "H", "H", "H", "H", "H", "H", "H", "H", "H", "H", "H", "H", "H", "H", "H", "H", "H", "H", "H", "H", "H", "H", "H", "H", "H", "H", "H", "H", "H", "H", "H", "H", "H", "H", "H", "H", "H", "H", "Br", "C", "C", "Br", "H", "H", "H", "H", "Br", "C", "C", "Br", "H", "H", "H", "H", "Br", "C", "C", "Br", "H", "H", "H", "H", "Br", "C", "C", "Br", "H", "H", "H", "H", "Br", "C", "C", "Br", "H", "H", "H", "H", "Br", "C", "C", "Br", "H", "H", "H", "H"],
  "coordinates": [[-3.904, 0.717, -0.187], [-3.553, 0.696, 1.320], [-2.219, -0.099, 1.576], [-1.201, 0.885, 2.188], [0.134, 0.291, 2.669], [1.259, 0.040, 1.648], [1.356, 1.271, 0.705], [0.508, 1.136, -0.609], [-0.063, 2.536, -0.962], [-0.233, 2.698, -2.490], [-0.703, 4.137, -2.866], [0.271, 4.802, -3.657], [0.279, 4.318, -4.977], [1.349, -1.301, 0.899], [0.291, -2.214, 0.367], [0.037, -2.059, -1.182], [-0.183, -3.402, -1.905], [-0.952, -3.063, -3.245], [-1.051, -4.406, -1.129], [2.576, -1.650, 0.717], [2.896, -2.918, -0.065], [2.976, -2.838, -1.302], [2.998, -3.950, 0.585], [3.601, -0.748, 1.333], [4.648, -1.809, 1.822], [4.413, 0.113, 0.359], [3.986, 0.046, -1.522], [5.393, 0.960, 0.676], [6.151, 1.767, -0.365], [5.933, 1.245, 2.492], [2.677, -0.067, 2.366], [2.930, 1.278, 2.725], [2.700, -0.895, 4.043], [1.835, -0.030, 5.115], [4.197, -0.847, 4.632], [1.931, -2.661, 4.033], [-4.959, 0.973, -0.350], [-3.714, -0.271, -0.628], [-3.302, 1.442, -0.750], [-3.370, 1.745, 1.592], [-4.373, 0.304, 1.928], [-1.924, -0.452, 0.582], [-2.467, -0.918, 2.261], [-1.692, 1.277, 3.094], [-1.132, 1.749, 1.519], [0.542, 1.018, 3.383], [-0.095, -0.596, 3.276], [2.369, 1.523, 0.383], [0.966, 2.169, 1.194], [1.219, 0.908, -1.410], [-0.284, 0.396, -0.503], [0.649, 3.294, -0.600], [-1.019, 2.738, -0.448], [-0.966, 1.960, -2.833], [0.759, 2.585, -2.940], [-0.912, 4.739, -1.979], [-1.639, 4.055, -3.441], [-0.700, 4.499, -5.457], [0.474, 3.236, -5.037], [1.026, 4.846, -5.576], [-0.658, -1.948, 0.850], [0.446, -3.257, 0.662], [0.932, -1.589, -1.604], [-0.813, -1.380, -1.307], [0.794, -3.786, -2.206], [-1.948, -3.512, -3.203], [-1.132, -1.979, -3.294], [-0.388, -3.350, -4.136], [-0.425, -4.911, -0.377], [-1.885, -3.949, -0.585], [-1.375, -5.202, -1.810], [5.241, -2.129, 0.960], [5.361, -1.408, 2.546], [4.172, -2.668, 2.300], [6.594, 1.094, -1.107], [6.965, 2.311, 0.122], [5.468, 2.460, -0.865], [2.133, 0.896, 5.111], [4.181, -1.472, 5.378], [4.595, 1.682, -4.828], [5.559, 0.355, -5.873], [6.153, -0.710, -4.989], [7.747, -0.070, -4.074], [6.303, 0.891, -6.456], [4.818, -0.075, -6.544], [6.486, -1.558, -5.584], [5.467, -1.057, -4.221], [-4.235, -2.126, -2.331], [-5.497, -3.430, -1.636], [-6.238, -2.860, -0.458], [-5.108, -2.844, 1.127], [-4.932, -4.325, -1.395], [-6.174, -3.647, -2.459], [-7.095, -3.480, -0.201], [-6.571, -1.840, -0.620], [-4.221, 5.845, -2.755], [-4.965, 5.551, -0.983], [-3.947, 5.808, 0.096], [-2.674, 4.339, 0.249], [-5.352, 4.537, -0.966], [-5.791, 6.254, -0.901], [-4.431, 5.867, 1.069], [-3.367, 6.710, -0.072], [6.372, 1.441, 5.834], [7.418, 0.792, 7.340], [8.076, -0.524, 7.023], [6.803, -1.996, 7.099], [6.748, 0.738, 8.192], [8.168, 1.561, 7.520], [8.832, -0.763, 7.769], [8.526, -0.547, 6.035], [-5.890, 2.057, 4.323], [-4.900, 1.361, 5.848], [-3.714, 0.545, 5.408], [-4.252, -1.217, 4.783], [-5.603, 0.796, 6.451], [-4.573, 2.239, 6.401], [-3.046, 0.358, 6.246], [-3.156, 1.009, 4.599], [-8.610, -2.410, -5.360], [-6.759, -2.854, -5.768], [-6.599, -4.317, -6.087], [-6.645, -5.404, -4.473], [-6.163, -2.537, -4.917], [-6.504, -2.245, -6.633], [-5.623, -4.505, -6.530], [-7.372, -4.699, -6.746]]
}